(1)
{
  "formula": "C3H9NO2S2",
  "method": "wB97M-V/def2-TZVPD",
  "e_above_lowest_ev": 5.676,
  "charge": 0,
  "homo_lumo_gap_ev": 3.918,
  "homo_ev": -8.0,
  "elements": ["S", "S", "C", "C", "C", "N", "O", "H", "H", "H", "H", "H", "H", "H", "H", "H", "O"],
  "positions_angstrom": [[-3.136, -0.112, -0.566], [-0.722, -2.041, 1.281], [-0.208, -0.822, 0.033], [1.148, -0.908, -0.574], [2.071, 0.126, -0.099], [3.379, 0.010, -0.625], [1.794, 1.045, 0.636], [-4.240, 0.288, -1.149], [-0.183, 0.143, 0.543], [-0.815, -0.727, -0.907], [1.295, -1.477, -1.481], [-1.999, -1.716, 1.506], [4.054, -0.050, 0.124], [3.438, -0.691, -1.346], [-2.081, 2.727, 1.536], [-2.205, 1.810, 0.313], [-1.591, 2.396, 0.775]],
  "forces_ev_per_a": [[0.8861, -0.6222, 0.8759], [0.2482, -0.8665, -0.3292], [2.0684, 0.9755, 0.1056], [-3.0613, 0.6379, 0.8668], [1.8781, 0.9768, -1.0118], [-1.1709, -0.4267, 0.4463], [-0.4358, -0.7054, 0.3039], [-0.4846, 0.3350, -0.7706], [-0.3264, 0.0093, -0.0217], [-0.9288, -0.3655, -0.1232], [0.4214, -0.3463, 0.1819], [-0.0706, 0.4196, -0.3734], [0.3793, 0.2267, -0.3477], [0.5220, -0.2589, 0.1556], [0.0726, -0.0712, -0.1355], [-0.2208, -0.2072, -0.0973], [0.2231, 0.2890, 0.2744]],
  "lowdin_charge": [0.34, 0.75, -0.62, 0.08, -0.51, 0.15, 0.12, -0.33, 0.05, 0.03, 0.12, -0.17, 0.11, 0.08, 0.03, -0.12, -0.11]
}

***

(2)
{
  "formula": "C4H17NO3",
  "method": "wB97M-V/def2-TZVPD",
  "e_above_lowest_ev": 1.403,
  "smiles": "CCN(C)C.O.O.O",
  "charge": 0,
  "homo_lumo_gap_ev": 9.083,
  "homo_ev": -8.4,
  "elements": ["C", "C", "N", "C", "C", "H", "H", "H", "H", "H", "H", "H", "H", "H", "H", "H", "H", "H", "O", "H", "H", "O", "H", "H", "O"],
  "positions_angstrom": [[-2.738, 0.222, -1.758], [-1.274, 0.168, -2.215], [-0.415, -0.809, -1.555], [0.242, -0.292, -0.348], [-1.006, -2.106, -1.406], [-3.407, -0.367, -2.375], [-2.770, -0.203, -0.763], [-3.141, 1.229, -1.802], [-0.818, 1.149, -2.045], [-1.169, 0.082, -3.287], [1.097, 0.297, -0.666], [0.676, -1.208, 0.061], [-0.386, 0.139, 0.431], [-1.445, -2.430, -2.342], [-0.252, -2.860, -1.192], [-1.720, -2.168, -0.577], [-0.207, 0.477, 4.942], [-0.116, 0.585, 6.431], [-0.321, 1.119, 5.654], [2.831, 1.465, 4.069], [2.311, 2.084, 2.753], [2.309, 1.275, 3.275], [3.284, -0.268, -3.123], [1.806, -0.341, -2.399], [2.364, -0.017, -3.109]],
  "forces_ev_per_a": [[0.2948, -0.3126, -0.3071], [0.3259, 0.8883, -0.0223], [0.0978, 0.9551, -0.1170], [0.3371, -1.9787, -0.6817], [0.2003, -0.4835, 0.2985], [0.0350, -0.3525, -0.1638], [-0.3623, 0.3103, 0.4078], [0.0881, 0.1819, 0.3208], [0.0033, -0.0688, 0.2488], [-0.2606, -0.4578, -0.4902], [-0.2227, 0.7077, 0.4176], [0.1994, 0.2346, 0.5055], [-0.1430, 0.3916, -0.1311], [-0.4015, 0.1124, -0.1265], [0.3258, 0.0310, 0.1127], [-0.3551, -0.0459, -0.1296], [0.0174, 0.2869, -0.1773], [-0.0803, 0.2374, 0.0901], [0.1094, -0.4877, 0.0876], [-0.2469, 0.0451, -0.3356], [0.0370, -0.0182, 0.1358], [0.1570, -0.0686, 0.1861], [-0.0566, -0.4743, 0.7382], [0.4419, -0.6048, 0.1608], [-0.5410, 0.9709, -1.0280]],
  "lowdin_charge": [-0.08, -0.26, -0.30, -0.09, -0.12, 0.07, 0.06, 0.07, 0.11, 0.11, 0.07, 0.08, 0.09, 0.09, 0.08, 0.08, 0.03, 0.03, -0.07, 0.04, 0.03, -0.07, 0.03, -0.01, -0.06]
}

***

(3)
{
  "formula": "C16H9BrCl2SSbSe4Sn",
  "method": "wB97M-V/def2-TZVPD",
  "charge": -1,
  "homo_lumo_gap_ev": [5.727, 5.991],
  "homo_ev": [-5.0, -4.9],
  "elements": ["Sn", "Br", "C", "C", "C", "C", "C", "C", "C", "C", "C", "C", "H", "H", "H", "H", "H", "H", "Cl", "C", "C", "C", "C", "C", "Cl", "C", "S", "H", "H", "H", "Se", "Sb", "Se", "Se", "Se"],
  "positions_angstrom": [[-1.491, -2.626, 0.215], [-1.038, 0.370, 3.706], [0.174, 0.010, 2.293], [1.399, -0.614, 2.789], [2.675, -0.438, 2.831], [2.451, 1.625, -0.476], [1.380, 0.774, -1.017], [1.193, 0.772, -2.347], [0.484, -0.280, -3.038], [0.028, -1.337, -2.354], [0.036, -1.379, -0.891], [0.687, -0.235, -0.162], [1.357, -1.514, 3.443], [2.687, 2.510, -1.083], [3.558, 1.230, -0.389], [1.695, 1.532, -2.939], [0.397, -0.235, -4.116], [-0.409, -2.184, -2.870], [-2.240, 0.662, -0.619], [-1.195, 1.251, 0.662], [-1.563, 2.474, 1.168], [-0.981, 3.351, 2.102], [0.364, 3.422, 2.532], [1.378, 2.781, 1.938], [2.559, 2.063, 1.224], [-0.089, 0.339, 1.018], [1.586, -1.814, 0.004], [-2.533, 2.806, 0.810], [-1.665, 4.077, 2.532], [0.552, 4.050, 3.406], [-2.620, -5.778, -4.496], [-2.604, -4.869, -2.301], [-3.375, -2.538, -1.811], [-4.388, -5.474, -0.685], [-0.449, -4.783, -1.082]],
  "forces_ev_per_a": [[-0.0018, 0.0009, -0.0089], [-0.0029, -0.0171, 0.0257], [0.0323, 0.0048, -0.0094], [-0.0456, 0.0563, -0.0620], [-0.0157, -0.0419, 0.0406], [2.8496, -0.2661, -1.5814], [0.0248, -0.3257, -0.1486], [0.0291, 0.0999, -0.0112], [-0.1063, 0.0108, -0.0068], [0.0609, -0.0655, -0.0108], [-0.0104, 0.0738, -0.0021], [-0.1361, -0.0189, 0.1224], [0.0209, -0.0045, 0.0009], [-0.7338, 0.0922, 0.2161], [-1.8191, -0.5443, -0.6555], [0.0176, -0.0310, -0.0198], [0.0035, 0.0014, -0.0019], [-0.0539, 0.0290, 0.0018], [0.0202, 0.0057, 0.0129], [0.1398, 0.1389, -0.0660], [-0.0636, -0.1472, 0.0609], [-0.0547, 0.1878, -0.0541], [-0.3476, -0.1986, -0.5469], [0.5789, 0.1077, 0.6424], [-0.4652, 1.0617, 1.8996], [-0.0189, 0.0769, 0.0397], [0.0808, -0.0518, 0.0266], [0.0050, -0.0284, -0.0222], [-0.0057, -0.0464, 0.0282], [0.0030, -0.1646, 0.0775], [-0.0044, 0.0020, 0.0266], [0.0488, 0.0246, -0.0225], [-0.0164, 0.0024, -0.0035], [-0.0365, -0.0026, 0.0159], [0.0234, -0.0219, -0.0042]],
  "lowdin_charge": [0.55, 0.82, -0.67, -0.40, 0.15, -0.39, -0.27, -0.03, -0.07, -0.17, -0.83, -0.63, 0.12, 0.09, 0.12, 0.11, 0.10, 0.07, 0.71, -0.57, -0.18, -0.14, -0.23, -0.49, 1.07, -0.34, 0.85, 0.09, 0.09, 0.09, -0.19, -0.31, -0.08, -0.01, -0.06]
}

***

(4)
{
  "formula": "C7H28AlN14O7",
  "method": "wB97M-V/def2-TZVPD",
  "e_above_lowest_ev": 0.871,
  "charge": 3,
  "homo_lumo_gap_ev": 3.770,
  "homo_ev": -17.5,
  "elements": ["Al", "C", "O", "N", "N", "H", "H", "H", "H", "C", "O", "N", "N", "H", "H", "H", "H", "C", "O", "N", "N", "H", "H", "H", "H", "C", "O", "N", "N", "H", "H", "H", "H", "C", "O", "N", "N", "H", "H", "H", "H", "C", "O", "N", "N", "H", "H", "H", "H", "C", "O", "N", "N", "H", "H", "H", "H"],
  "positions_angstrom": [[1.014, 0.318, 0.649], [0.791, -2.633, 3.340], [1.178, -1.732, 2.566], [1.531, -2.938, 4.429], [-0.198, -3.522, 3.109], [1.263, -3.665, 5.067], [2.367, -2.409, 4.613], [-0.414, -4.207, 3.808], [-0.693, -3.454, 2.236], [-2.536, 2.454, 0.150], [-1.368, 1.982, 0.229], [-2.976, 3.354, 1.031], [-3.415, 2.089, -0.794], [-2.372, 3.674, 1.766], [-3.783, 3.908, 0.798], [-3.006, 1.452, -1.458], [-4.397, 2.291, -0.771], [0.824, 3.353, -1.658], [1.071, 2.125, -1.541], [0.907, 4.242, -0.635], [0.392, 3.905, -2.803], [1.320, 3.946, 0.229], [0.763, 5.192, -0.923], [-0.069, 4.799, -2.821], [0.174, 3.282, -3.562], [-0.261, 1.482, 4.212], [-0.347, 1.259, 2.975], [0.378, 0.635, 5.034], [-0.635, 2.637, 4.789], [0.741, -0.248, 4.720], [0.523, 0.855, 6.004], [-0.417, 2.762, 5.761], [-1.287, 3.237, 4.317], [-1.555, -0.156, -2.449], [-0.438, -0.071, -1.918], [-1.939, 0.790, -3.351], [-2.568, -0.991, -2.108], [-1.340, 1.555, -3.588], [-2.716, 0.568, -3.952], [-3.377, -1.090, -2.695], [-2.360, -1.674, -1.397], [0.456, -3.476, -0.750], [0.364, -2.381, -0.157], [0.844, -4.619, -0.140], [0.062, -3.620, -2.022], [1.057, -4.642, 0.841], [0.838, -5.463, -0.683], [-0.379, -2.826, -2.449], [0.209, -4.495, -2.491], [3.031, -0.814, -2.758], [2.495, -0.411, -1.709], [2.225, -1.326, -3.723], [4.344, -0.849, -2.997], [1.238, -1.196, -3.584], [2.639, -1.396, -4.639], [4.764, -1.178, -3.851], [5.042, -0.666, -2.294]],
  "forces_ev_per_a": [[-1.9698, -0.8358, -1.6690], [0.8590, -1.4076, -0.2246], [-0.1774, 1.2231, -0.3066], [0.0495, 0.8568, 0.2655], [-0.0001, 1.0010, -0.6401], [0.1128, -0.0897, 0.0889], [-0.0208, -0.0807, 0.0410], [-0.3121, -0.2158, -0.1544], [-0.2796, -0.0536, 0.2056], [0.5443, -0.3523, 0.9134], [0.1087, -0.1837, -0.5184], [-0.2988, 0.6558, 0.3538], [0.9640, -0.5001, -0.3954], [0.0624, -0.0251, -0.1301], [-0.0359, 0.0653, 0.2641], [-0.6057, -0.0239, -0.2555], [-0.0260, 0.0456, -0.0308], [-0.4173, 0.7482, 1.6236], [0.2420, -0.2702, 0.6401], [-0.0919, -1.0173, -1.0141], [-0.1255, -0.9774, -0.7402], [0.0198, 0.4428, 0.0843], [0.3278, 0.3717, 0.8097], [0.1376, 0.1234, 0.0464], [0.2142, 0.1185, -0.1016], [1.7284, -0.1442, 0.3115], [-0.2413, -0.0055, -1.1193], [0.0635, -0.4186, 0.1957], [-0.2909, -0.3131, -0.6094], [-0.0616, 0.1093, -0.3284], [-0.0906, -0.0161, 0.0701], [-0.4106, 0.3018, 0.1313], [0.0981, 0.1591, 0.1488], [0.1612, 1.5388, 0.4354], [-0.3126, -0.9214, 0.2871], [-0.5503, -0.4340, -0.3962], [0.9082, -0.5255, 0.3886], [0.2607, -0.1755, -0.1156], [0.0409, 0.4125, -0.2197], [-0.1390, -0.1527, 0.1305], [-0.2283, -0.1251, -0.1348], [-0.1754, -0.1362, 0.3445], [0.0530, 0.4709, 0.9256], [0.0143, 0.5500, -0.2656], [0.1257, 0.1441, -0.0794], [0.1970, 0.0338, -0.0390], [0.0551, -0.3051, 0.3351], [0.1645, -0.1258, -0.3027], [-0.2500, 0.1396, -0.4082], [-0.2762, -0.5426, 0.3484], [-0.3473, 0.3455, 1.0450], [0.6125, 0.1902, -0.0436], [1.0000, 0.1408, 0.0715], [0.0217, 0.1561, -0.2049], [-0.5423, -0.1196, -0.2042], [-0.4433, -0.1212, -0.1643], [-0.4263, 0.2705, 0.3103]],
  "lowdin_charge": [1.51, -0.63, -0.06, 0.19, 0.20, 0.12, 0.13, 0.12, 0.11, -0.62, -0.05, 0.20, 0.21, 0.11, 0.13, 0.06, 0.13, -0.58, 0.00, 0.20, 0.21, 0.12, 0.12, 0.13, 0.12, -0.60, -0.04, 0.21, 0.21, 0.09, 0.13, 0.13, 0.12, -0.65, -0.03, 0.18, 0.20, 0.10, 0.12, 0.12, 0.12, -0.62, -0.04, 0.21, 0.20, 0.11, 0.12, 0.09, 0.13, -0.62, -0.03, 0.19, 0.20, 0.09, 0.12, 0.13, 0.13]
}